1.
Molecular formula: C5H5F
Method: DFT, ωB97M-V/def2-TZVPD

Structure (ORCA input):
```
! RIJCOSX wB97M-V def2-TZVPD def2/J DEFGRID3
* xyz 0 1
C -3.07418 0.33544 0.01420
C -1.87952 0.15678 0.11130
C -0.58296 -0.35165 -0.14565
C 0.56931 0.31831 -0.03313
C 1.92605 -0.24545 0.06633
F 0.63304 1.67466 -0.05291
H -4.13746 0.65160 0.03537
H -0.40783 -1.36188 -0.39654
H 2.57265 -0.04992 -0.81173
H 2.42399 0.16139 0.93755
H 1.95691 -1.28928 0.27521
*
```

Results
E_LUMO = 0.9 eV
HOMO = -0.3266 Eh
relative energy (zero: lowest compared OMol25 entry of this formula, charge and spin) = 147.44 kJ/mol
E = -293.2859 Ha
frontier orbital gap = 9.823 eV

---

2.
Molecular formula: C5H5F2NO
Method: DFT, ωB97M-V/def2-TZVPD

Structure (ORCA input):
```
! RIJCOSX wB97M-V def2-TZVPD def2/J DEFGRID3
* xyz 0 1
C -0.24755 0.66932 -1.63806
C 0.74864 1.39321 -1.12145
C -0.73173 -0.49373 -0.79920
C 1.03061 1.28219 0.30596
C -0.37995 -1.51735 1.32690
N 0.07333 -0.72367 0.24428
O -1.65542 -1.19605 -1.05714
F 2.23465 1.31961 0.86813
F 0.24517 1.90900 1.15702
H -0.68005 0.78574 -2.70017
H 1.25195 2.12313 -1.62483
H -1.14167 -2.33855 0.94252
H 0.33052 -2.08426 1.94304
H -1.07849 -1.12860 2.15301
*
```

Results
E_LUMO (alpha / beta) = -0.6 / -0.6 eV
HOMO (alpha / beta) = -0.3347 / -0.3346 Eh
relative energy (zero: lowest compared OMol25 entry of this formula, charge and spin) = 207.53 kJ/mol
E = -523.1281 Ha
frontier orbital gap (alpha / beta) = 8.463 / 8.461 eV

---

3.
Molecular formula: C5H5F3N2
Method: DFT, ωB97M-V/def2-TZVPD

Structure (ORCA input):
```
! RIJCOSX wB97M-V def2-TZVPD def2/J DEFGRID3
* xyz 0 1
C 1.00293 0.84490 -1.07801
C 0.92873 1.95948 -0.40129
C -0.14240 -0.24238 0.34355
C 0.60005 -1.53188 0.75339
C -1.50098 -0.35397 -0.27113
N 0.19349 1.92348 0.86612
N -0.20767 0.85528 1.20297
F -1.53376 -1.06234 -1.41190
F -2.42953 -0.91257 0.51179
F -2.06101 0.83323 -0.45585
H 1.30925 0.32231 -1.94142
H 1.53420 2.80452 -0.54103
H 1.51713 -1.14195 1.16098
H 0.86948 -2.10935 -0.11920
H -0.07990 -2.18877 1.38104
*
```

Results
E_LUMO = -0.1 eV
HOMO = -0.3506 Eh
relative energy (zero: lowest compared OMol25 entry of this formula, charge and spin) = 281.37 kJ/mol
E = -602.4993 Ha
frontier orbital gap = 9.439 eV

---

4.
Molecular formula: C5H5F4NO3
Method: DFT, ωB97M-V/def2-TZVPD

Structure (ORCA input):
```
! RIJCOSX wB97M-V def2-TZVPD def2/J DEFGRID3
* xyz 0 1
N 0.78060 -1.65603 0.18171
C 0.26857 -0.20651 0.04849
C -1.19341 -0.44446 -0.65785
F -1.53828 -1.90705 -0.70185
F -1.12771 -0.01817 -2.09999
C -2.43743 0.35767 0.04797
F -2.66845 0.00231 1.47918
F -3.65732 0.05072 -0.78731
C 1.42155 0.59619 -0.79655
O 1.57814 1.79556 0.09089
C 1.58294 1.12631 1.43434
O 2.57258 1.16896 2.33004
O 0.29077 0.42265 1.41100
H 1.07172 -1.85312 1.16693
H 1.55259 -1.84195 -0.49533
H -2.29968 1.52358 -0.02529
H 2.49869 0.11333 -0.67893
H 1.30412 0.77004 -1.94744
*
```

Results
E_LUMO = -0.2 eV
HOMO = -0.3868 Eh
E = -873.2806 Ha
frontier orbital gap = 10.318 eV

---

5.
Molecular formula: C5H5FLiO4Sr
Method: DFT, ωB97M-V/def2-TZVPD

Structure (ORCA input):
```
! RIJCOSX wB97M-V def2-TZVPD def2/J DEFGRID3
* xyz 2 2
H -0.59650 -1.34617 0.74279
O -1.45036 0.06228 -0.58057
O -3.51841 -0.30101 -0.00160
O -3.00178 1.62244 -1.09819
C -1.47245 -1.15633 0.12907
C -2.77444 -1.40340 0.37792
C -2.72646 0.58908 -0.58304
H -3.27297 -2.17413 0.95505
C 2.45218 1.47046 0.64256
C 2.25951 0.02716 0.40808
O 2.02456 -0.14551 -0.96298
Li 2.98905 -1.33766 -1.93994
Sr 0.46261 1.18569 -1.79045
F 1.42360 2.19835 0.02598
H 2.76686 1.94325 1.57036
H 2.81353 -0.98359 0.82990
H 1.62147 -0.25089 1.27505
*
```

Results
E_LUMO (alpha / beta) = -8.0 / -8.0 eV
⟨S²⟩ = 0.753
HOMO (alpha / beta) = -0.5797 / -0.6073 Eh
relative energy (zero: lowest compared OMol25 entry of this formula, charge and spin) = 0.00 kJ/mol
E = -631.9645 Ha
frontier orbital gap (alpha / beta) = 7.817 / 8.516 eV

---

6.
Molecular formula: C5H5FNO5S
Method: DFT, ωB97M-V/def2-TZVPD

Structure (ORCA input):
```
! RIJCOSX wB97M-V def2-TZVPD def2/J DEFGRID3
* xyz -1 1
C -2.20650 -1.08105 0.40113
C 0.16909 -1.23668 0.60249
C 2.09569 1.04914 -0.24010
C 2.30015 -0.45020 0.06896
C -1.05765 -1.64193 0.05734
N -3.13273 -0.43854 0.66620
O -3.39280 1.02853 -1.45837
O 0.28292 -0.83087 1.74508
O -1.22020 1.21006 -0.30380
O -3.33486 2.18023 0.59225
O 1.18422 -1.30249 -0.26565
F -1.02109 -2.54756 -0.91046
S -2.67618 1.22309 -0.20800
H 1.54657 1.55952 0.57236
H 3.07375 1.60921 -0.38231
H 1.69117 1.08336 -1.28949
H 2.69119 -0.72447 1.11927
H 3.00728 -0.68934 -0.76689
*
```

Results
E_LUMO = 3.4 eV
HOMO = -0.1812 Eh
relative energy (zero: lowest compared OMol25 entry of this formula, charge and spin) = 109.85 kJ/mol
E = -1122.5466 Ha
frontier orbital gap = 8.356 eV

---

7.
Molecular formula: C5H5FO
Method: DFT, ωB97M-V/def2-TZVPD

Structure (ORCA input):
```
! RIJCOSX wB97M-V def2-TZVPD def2/J DEFGRID3
* xyz 0 1
C -2.03360 -1.02379 0.33851
C -0.81496 -0.52738 0.03732
C 0.36437 -1.32493 0.47838
O 1.50006 -1.14321 0.11476
C -0.63633 0.67553 -0.80163
C 0.29577 1.59576 -0.62315
F 1.20507 1.56194 0.36538
H -2.13654 -1.92941 0.91492
H -2.94170 -0.54103 0.00743
H 0.11829 -2.14806 1.17298
H -1.33238 0.85759 -1.60881
H 0.39467 2.47807 -1.26953
*
```

Results
E_LUMO = 0.1 eV
HOMO = -0.3505 Eh
relative energy (zero: lowest compared OMol25 entry of this formula, charge and spin) = 80.09 kJ/mol
E = -368.5680 Ha
frontier orbital gap = 9.648 eV

---

8.
Molecular formula: C5H5FO
Method: DFT, ωB97M-V/def2-TZVPD

Structure (ORCA input):
```
! RIJCOSX wB97M-V def2-TZVPD def2/J DEFGRID3
* xyz 0 1
O 1.70983 1.90050 0.03499
C 1.03727 0.93457 -0.06913
C -0.55008 0.99946 -0.08258
C -1.10881 -0.42380 -0.05392
C 0.14277 -1.22023 0.00705
C 1.28050 -0.51238 -0.04563
F 2.54066 -0.97292 -0.07863
H -1.00039 1.43347 -0.94257
H -0.84171 1.32182 0.95119
H -1.67130 -0.67835 -0.99326
H -1.69688 -0.44510 0.89560
H 0.15812 -2.33704 0.37688
*
```

Results
E_LUMO = 0.4 eV
HOMO = -0.3600 Eh
relative energy (zero: lowest compared OMol25 entry of this formula, charge and spin) = 62.22 kJ/mol
E = -368.5748 Ha
frontier orbital gap = 10.176 eV